{"formula": "C47H97BrClFN4O8", "method": "wB97M-V/def2-TZVPD", "max_force_ev_per_a": 8.16, "smiles": "CCCCO[C@H](O[C@@](CCN)(C[C@H](C)Cl)[C@H](Br)CC)[C@@H](N)N(CCC(=O)Nc1ccccc1)C[C@@H](C)F.CCOCC.CCOCC.CCOCC.CCOCC.CCOCC", "homo_energy_ev": -8.78, "energy_ha": -5803.2475, "orbital_gap_ha": 0.3113, "symbols": ["C", "C", "C", "C", "O", "C", "O", "C", "C", "C", "N", "C", "C", "C", "Cl", "C", "Br", "C", "C", "C", "N", "N", "C", "C", "C", "O", "N", "C", "C", "C", "C", "C", "C", "C", "C", "C", "F", "H", "H", "H", "H", "H", "H", "H", "H", "H", "H", "H", "H", "H", "H", "H", "H", "H", "H", "H", "H", "H", "H", "H", "H", "H", "H", "H", "H", "H", "H", "H", "H", "H", "H", "H", "H", "H", "H", "H", "H", "H", "H", "H", "H", "H", "H", "H", "C", "C", "O", "C", "C", "H", "H", "H", "H", "H", "H", "H", "H", "H", "H", "C", "C", "O", "C", "C", "H", "H", "H", "H", "H", "H", "H", "H", "H", "H", "C", "C", "O", "C", "C", "H", "H", "H", "H", "H", "H", "H", "H", "H", "H", "C", "C", "O", "C", "C", "H", "H", "H", "H", "H", "H", "H", "H", "H", "H", "C", "C", "O", "C", "C", "H", "H", "H", "H", "H", "H", "H", "H", "H", "H"], "xyz": [[-3.501045, 2.882470, -4.357482], [-2.043956, 3.442227, -3.835331], [-1.632207, 2.626149, -2.472619], [-0.570425, 3.528577, -1.559702], [0.802653, 3.004424, -1.676707], [1.031693, 1.937490, -0.644366], [1.655975, 2.300355, 0.559637], [2.990893, 2.778416, 0.680221], [3.977033, 1.425444, 0.707526], [5.508283, 1.700186, 1.184507], [6.281037, 0.369068, 1.067294], [3.629823, 3.772559, -0.420412], [2.904733, 5.204112, -0.693898], [2.770121, 5.418043, -2.351173], [3.948291, 6.703737, -0.196177], [2.997221, 3.424229, 2.229760], [4.453957, 4.674597, 2.663767], [2.885456, 2.297334, 3.409996], [2.908006, 3.133068, 4.859050], [1.519414, 0.620596, -1.488102], [2.507647, 1.096010, -2.521361], [1.901434, -0.596182, -0.696439], [0.910000, -0.986818, 0.365991], [1.296221, -2.277117, 1.287866], [-0.150445, -2.858676, 1.896599], [-1.098161, -3.299257, 1.022592], [-0.467310, -2.984138, 3.369692], [-0.733885, -1.649662, 4.031005], [-1.194617, -0.277592, 3.253378], [-1.487283, 1.147932, 4.057874], [-1.305120, 1.125355, 5.718491], [-0.831175, -0.213591, 6.543681], [-0.546179, -1.586037, 5.674583], [2.371349, -1.754046, -1.543041], [1.204195, -2.774404, -2.071221], [0.337869, -2.181460, -3.373465], [1.936859, -3.969219, -2.639319], [-4.380489, 3.618223, -4.044717], [-3.716340, 1.837519, -3.876529], [-3.505756, 2.776464, -5.532749], [-2.136888, 4.617250, -3.674928], [-1.257538, 3.285506, -4.698001], [-1.061979, 1.638855, -2.801423], [-2.566447, 2.266670, -1.854886], [-0.557887, 4.621450, -2.036993], [-0.947544, 3.665652, -0.458682], [-0.100760, 1.659256, -0.350375], [4.058191, 0.976824, -0.396018], [3.490940, 0.538619, 1.341852], [6.118843, 2.467161, 0.546080], [5.583334, 1.981506, 2.340777], [7.185738, 0.607153, 0.559576], [6.621505, 0.134318, 2.047032], [4.773630, 4.017840, -0.178950], [3.674259, 3.206515, -1.470673], [1.827546, 5.262331, -0.238425], [3.557851, 4.797639, -2.954061], [2.982852, 6.560803, -2.624608], [1.650778, 5.234625, -2.724729], [1.974214, 4.040137, 2.272786], [1.824254, 1.810138, 3.343349], [3.777241, 1.544246, 3.480019], [4.061933, 3.177520, 5.161991], [2.413284, 2.418833, 5.668101], [2.405623, 4.187183, 4.787239], [0.556059, 0.292791, -2.118746], [3.445042, 0.652772, -2.452890], [2.088752, 0.920185, -3.477653], [0.650473, -0.120846, 1.145113], [-0.124368, -1.201992, -0.188453], [1.776031, -3.187230, 0.740116], [1.919312, -1.904085, 2.224225], [-1.394291, -3.493662, 3.410290], [-1.343169, -0.244908, 2.080521], [-1.797977, 2.129979, 3.500018], [-1.516604, 2.098448, 6.359019], [-0.684566, -0.285074, 7.715673], [-0.210970, -2.579118, 6.228154], [3.083274, -2.407670, -0.840730], [3.026464, -1.477967, -2.470436], [0.504209, -3.214311, -1.244093], [-0.562843, -1.584789, -2.918774], [1.103813, -1.485602, -3.956615], [0.014857, -3.084532, -4.064832], [-4.345971, -4.643700, -4.302700], [-4.352083, -3.276019, -3.639569], [-5.218171, -3.197446, -2.510395], [-4.934798, -4.083168, -1.428366], [-3.553871, -3.881645, -0.827474], [-5.358136, -4.927025, -4.607692], [-3.702061, -4.634321, -5.187660], [-3.977409, -5.422140, -3.629726], [-4.712720, -2.538626, -4.361950], [-3.339331, -2.967314, -3.362494], [-5.082744, -5.120479, -1.741974], [-5.684914, -3.883259, -0.658290], [-2.760292, -4.085080, -1.550619], [-3.409499, -4.551871, 0.025571], [-3.430533, -2.848090, -0.486927], [-4.584632, 0.004596, 1.085688], [-5.871821, 0.035570, 1.893471], [-6.909269, 0.794467, 1.277769], [-7.342041, 0.354166, -0.008479], [-7.893689, -1.061576, -0.009191], [-4.222973, 1.020821, 0.900593], [-3.810819, -0.550995, 1.624571], [-4.724166, -0.474872, 0.113401], [-5.668325, 0.509199, 2.857788], [-6.223290, -0.976982, 2.114711], [-6.533087, 0.464392, -0.736282], [-8.134570, 1.039501, -0.321318], [-7.137001, -1.794744, 0.280596], [-8.253414, -1.328387, -1.007762], [-8.724587, -1.150136, 0.698751], [0.179886, -6.537765, -7.446401], [-1.107304, -6.506791, -6.638617], [-2.144752, -5.747893, -7.254319], [-2.577523, -6.188194, -8.540568], [-3.129171, -7.603936, -8.541280], [0.541545, -5.521539, -7.631495], [0.953699, -7.093355, -6.907517], [0.040352, -7.017232, -8.418689], [-0.903807, -6.033160, -5.674301], [-1.458771, -7.519342, -6.417378], [-1.768569, -6.077968, -9.268371], [-3.370052, -5.502860, -8.853407], [-2.372482, -8.337105, -8.251493], [-3.488897, -7.870747, -9.539851], [-3.960070, -7.692496, -7.833338], [7.582742, -2.761858, 4.953532], [6.295552, -2.730884, 5.761316], [5.258103, -1.971986, 5.145615], [4.825333, -2.412287, 3.859366], [4.273685, -3.828029, 3.858653], [7.944400, -1.745633, 4.768438], [8.356555, -3.317449, 5.492416], [7.443208, -3.241325, 3.981245], [6.499049, -2.257254, 6.725632], [5.944084, -3.743435, 5.982556], [5.634286, -2.302062, 3.131563], [4.032803, -1.726953, 3.546527], [5.030373, -4.561198, 4.148441], [3.913959, -4.094840, 2.860082], [3.442785, -3.916589, 4.566596], [1.155583, 7.025178, 2.675590], [-0.068462, 6.164982, 2.944116], [-0.561968, 6.281469, 4.276106], [-0.980469, 7.581739, 4.688108], [-2.108740, 8.149845, 3.843774], [1.958689, 6.779879, 3.377460], [1.518331, 6.862552, 1.655869], [0.938313, 8.090595, 2.786852], [0.203611, 5.115454, 2.802309], [-0.865490, 6.377365, 2.224826], [-0.124542, 8.262126, 4.714879], [-1.329560, 7.483688, 5.719695], [-1.810031, 8.285993, 2.801503], [-2.420599, 9.124092, 4.232775], [-2.971696, 7.475567, 3.852481]], "forces_ev_per_a": [[-0.120, 0.261, -0.211], [-0.854, -0.122, -0.268], [0.947, 0.097, -0.155], [-0.868, 0.860, -0.958], [-0.898, -0.760, 2.408], [-3.120, -1.359, -1.250], [-0.387, 0.823, -1.147], [3.495, -0.848, 1.323], [0.366, -0.120, -0.843], [0.361, -0.573, 1.014], [1.507, 1.235, 0.784], [0.585, 0.330, -1.048], [-0.575, -0.553, -2.269], [-0.591, 1.335, -0.199], [-0.964, -1.406, 0.105], [-2.498, -1.230, -0.442], [-0.380, -0.426, -0.500], [-0.470, 1.644, 1.166], [0.903, -1.702, 0.095], [-1.225, 0.117, -1.214], [-0.486, -1.435, -0.381], [0.499, 0.133, -0.229], [-1.758, 0.044, -0.061], [-1.258, 0.260, 1.548], [-4.230, -1.830, -3.571], [5.832, 2.437, 5.166], [-1.158, 2.218, -2.022], [-0.244, 3.971, 2.832], [0.207, 0.578, 3.186], [1.556, -4.322, 2.914], [0.661, -2.713, -1.523], [-0.479, -0.774, -4.903], [-1.015, 2.875, -1.669], [0.358, -1.878, 0.661], [-0.106, -0.479, -1.612], [1.251, -0.324, 1.110], [-1.067, 2.134, 1.191], [1.914, -1.618, -0.650], [0.376, 1.929, -1.028], [-0.099, 0.200, 2.427], [0.297, -2.566, -0.089], [-1.395, 0.234, 1.932], [-1.170, 2.042, 0.699], [1.709, 1.017, -1.227], [0.151, -2.367, 1.029], [0.932, -0.494, -1.894], [2.638, 0.451, -0.037], [-0.216, 1.094, 2.409], [1.067, 2.170, -1.232], [-1.674, -1.105, 1.250], [-0.444, -0.083, -2.708], [-1.547, -0.603, 0.811], [-0.623, 0.244, -1.687], [-2.686, -0.707, -0.154], [-0.405, 1.081, 2.371], [2.286, 0.124, -0.581], [-1.675, 0.943, 1.284], [-0.438, -2.525, 0.770], [2.646, -0.061, 0.858], [2.395, -1.142, 0.022], [2.152, 0.554, -0.175], [-1.926, 1.325, -0.523], [-2.681, 0.413, -0.551], [0.774, 1.757, -1.648], [0.975, -2.127, 0.269], [1.569, 1.121, 1.328], [-1.121, 0.307, -0.040], [1.026, 0.244, 1.622], [1.075, -1.603, -1.943], [1.808, 0.161, 1.260], [-0.850, 1.823, 1.025], [-1.037, -0.992, -2.109], [1.416, 0.538, -0.291], [0.338, -0.325, 2.701], [0.675, -2.233, 1.212], [0.496, -2.218, -1.666], [-0.419, 0.454, -2.823], [-0.774, 2.361, -1.340], [-1.511, 1.327, -1.611], [-1.425, -0.137, 1.868], [1.376, 0.915, -1.532], [1.611, -1.079, -1.218], [-1.905, -1.369, 1.076], [0.521, 1.988, 1.588], [0.042, -0.106, 0.009], [-0.117, -0.194, 0.063], [-0.117, 0.134, 0.037], [0.178, 0.135, -0.094], [0.010, 0.033, -0.069], [0.096, 0.077, 0.007], [-0.074, -0.016, 0.063], [0.060, 0.059, -0.059], [-0.120, 0.020, 0.234], [0.080, -0.073, 0.022], [0.067, -0.063, -0.027], [-0.068, 0.122, -0.222], [-0.016, -0.074, 0.085], [0.010, 0.144, -0.101], [-0.019, -0.160, 0.024], [0.061, -0.051, -0.183], [-0.012, 0.097, -0.152], [-0.020, 0.082, 0.054], [0.002, -0.101, 0.160], [-0.012, -0.132, 0.076], [-0.032, -0.051, 0.074], [-0.096, 0.051, -0.014], [0.024, -0.060, 0.070], [-0.212, 0.089, -0.120], [0.047, -0.064, -0.072], [0.052, -0.104, -0.039], [0.132, 0.076, 0.225], [-0.017, 0.029, -0.125], [0.064, 0.039, 0.118], [0.080, 0.059, -0.105], [0.045, -0.002, -0.150], [0.032, 0.053, -0.150], [-0.074, 0.094, 0.030], [-0.002, -0.070, 0.170], [0.003, -0.137, 0.095], [-0.034, -0.103, 0.075], [-0.102, 0.086, -0.040], [0.032, -0.047, 0.098], [-0.215, 0.090, -0.114], [0.030, -0.052, -0.060], [0.051, -0.084, -0.026], [0.133, 0.073, 0.221], [-0.027, 0.030, -0.103], [0.032, 0.054, 0.116], [0.084, 0.048, -0.118], [0.035, -0.015, -0.162], [0.011, 0.073, -0.155], [-0.065, 0.093, 0.023], [0.063, -0.104, 0.184], [-0.013, -0.120, 0.102], [-0.030, -0.094, 0.079], [-0.095, 0.084, -0.044], [0.034, -0.047, 0.095], [-0.224, 0.094, -0.131], [0.033, -0.058, -0.065], [0.027, -0.077, -0.059], [0.118, 0.115, 0.209], [-0.026, 0.029, -0.112], [0.032, 0.045, 0.097], [0.066, 0.049, -0.116], [0.004, 0.080, 0.053], [0.092, 0.245, 0.138], [-0.057, -0.124, 0.078], [-0.033, -0.110, -0.134], [-0.070, -0.026, -0.148], [-0.052, -0.040, -0.126], [0.026, 0.016, 0.125], [-0.016, -0.064, -0.107], [-0.158, -0.001, 0.236], [-0.019, 0.078, -0.050], [0.008, 0.061, -0.081], [0.124, -0.219, -0.101], [0.007, 0.079, 0.078], [0.037, -0.124, -0.025], [0.105, 0.094, 0.051]], "mulliken_charge": [-0.86, -0.42, -0.08, -0.32, -0.25, -0.89, 0.13, 1.00, 0.47, -0.34, -0.58, -1.36, 0.85, -0.85, -0.20, 0.22, -0.08, 0.49, -1.00, -0.38, -0.20, 1.04, -0.74, 0.68, -0.28, -0.51, -0.28, 0.16, 0.37, -0.64, -0.41, -0.40, -0.49, -0.89, 0.76, -0.50, -0.45, 0.24, 0.21, 0.27, 0.31, 0.26, -0.07, 0.17, 0.44, 0.14, 0.31, -0.14, -0.55, 0.21, 0.21, 0.29, 0.24, 0.52, 0.20, -0.04, 0.28, 0.38, 0.01, -0.54, -0.15, -0.03, 0.32, 0.33, 0.17, -0.56, 0.37, 0.30, -0.16, 0.19, 0.45, -0.35, 0.42, 0.30, 0.34, 0.28, 0.30, 0.30, 0.27, 0.51, -0.13, -0.03, 0.17, 0.25, -0.92, -0.07, -0.41, -0.66, -0.63, 0.29, 0.31, 0.26, 0.37, -0.01, 0.35, 0.37, 0.18, 0.46, 0.10, -0.41, -0.64, -0.45, -0.29, -0.72, 0.25, 0.17, 0.14, 0.35, 0.35, 0.25, 0.36, -0.03, 0.40, 0.30, -1.11, -0.33, -0.39, -0.33, -1.03, 0.31, 0.38, 0.29, 0.34, 0.32, 0.30, 0.33, 0.26, 0.39, 0.27, -1.00, -0.32, -0.42, 0.35, -1.20, 0.26, 0.39, 0.26, 0.33, 0.30, 0.15, -0.14, 0.39, 0.35, 0.30, -0.82, 0.12, -0.41, -0.35, -1.00, 0.24, 0.12, 0.41, -0.14, 0.29, 0.31, 0.34, 0.25, 0.39, 0.28]}